{
  "formula": "C4H8N2O",
  "method": "wB97M-V/def2-TZVPD",
  "relative_energy_kcal_mol": 93.7,
  "smiles": "NN1C=CC[C@H]1O",
  "lumo_energy_ev": 0.90,
  "homo_ev": -7.621,
  "species": ["N", "N", "C", "C", "C", "C", "O", "H", "H", "H", "H", "H", "H", "H", "H"],
  "xyz": [[-1.1774, -1.5484, -0.1458], [-0.5785, -0.4270, 0.5668], [0.7069, -0.5161, 0.9940], [1.6044, 0.3604, 0.5638], [0.9928, 1.1826, -0.5802], [-0.6973, 0.7845, -0.1765], [-1.4343, 0.6975, -1.2583], [-0.7186, -2.3314, 0.2536], [-2.1421, -1.5849, 0.1631], [0.8605, -1.3674, 1.7041], [2.6724, 0.3595, 0.8698], [1.2270, 2.2364, -0.3174], [1.1852, 0.8568, -1.5260], [-1.2277, 1.4556, 0.5350], [-1.2733, -0.1580, -1.6460]],
  "lowdin_charge": [0.09, -0.18, -0.19, -0.10, -0.03, -0.38, 0.01, 0.07, 0.09, 0.13, 0.10, 0.10, 0.05, 0.15, 0.08]
}


{
  "formula": "C2H6N2S",
  "method": "wB97M-V/def2-TZVPD",
  "relative_energy_kcal_mol": 137.4,
  "lumo_energy_ev": -0.42,
  "homo_ev": -8.337,
  "species": ["C", "C", "H", "H", "H", "H", "H", "H", "N", "N", "S"],
  "xyz": [[1.9426, 0.3566, -0.0600], [-0.5706, 0.0231, 0.9326], [3.0699, 0.3187, 0.1354], [1.7434, -0.5176, -0.5773], [2.0993, 1.2254, -0.9390], [-1.4385, 0.2838, 1.5313], [-2.5021, -1.6955, 0.1055], [-2.2049, -0.1908, -1.7691], [-0.9409, -0.1276, -0.2857], [-2.2925, -0.2844, -0.5188], [1.0942, 0.6082, 1.4450]],
  "lowdin_charge": [-0.53, -0.49, 0.04, -0.01, 0.11, 0.07, 0.23, 0.16, -0.27, -0.12, 0.81]
}


{
  "formula": "C3H4S2",
  "method": "wB97M-V/def2-TZVPD",
  "relative_energy_kcal_mol": 93.0,
  "smiles": "CSC1=CS1",
  "lumo_energy_ev": -0.41,
  "homo_ev": -8.002,
  "species": ["C", "S", "C", "C", "S", "H", "H", "H", "H"],
  "xyz": [[-0.5279, -0.8332, -0.3698], [0.9092, -1.8190, 0.2546], [2.3359, -0.1901, 0.1260], [2.3909, 1.0658, 0.0948], [4.0091, 0.0398, -0.2239], [0.1160, -0.4064, -1.1108], [-0.9983, -0.1562, 0.3385], [-1.3386, -1.5267, -0.6351], [2.4908, 2.1140, 0.3233]],
  "lowdin_charge": [-0.43, 0.70, -0.83, -0.26, 0.69, -0.01, 0.03, 0.04, 0.07]
}


{
  "formula": "C5H13N3",
  "method": "wB97M-V/def2-TZVPD",
  "relative_energy_kcal_mol": 110.7,
  "lumo_energy_ev": [0.86, 0.86],
  "homo_ev": [-7.062, -7.060],
  "species": ["C", "C", "C", "C", "C", "N", "N", "N", "H", "H", "H", "H", "H", "H", "H", "H", "H", "H", "H", "H", "H"],
  "xyz": [[-0.9438, -0.2780, -0.0997], [-0.4014, -0.1661, -1.4580], [1.1771, 0.0875, 0.7392], [-1.6690, 0.8487, 0.5612], [1.6323, 1.5102, 0.5588], [-1.2759, -1.5482, 0.3557], [1.0267, -0.6515, -1.2316], [1.2154, -1.9087, -1.2419], [-1.3805, -1.6053, 1.3642], [-0.8115, -2.3269, -0.1113], [0.3926, -2.4114, -1.6103], [-0.3601, 0.8655, -1.8015], [-0.8710, -0.7992, -2.2178], [1.9967, -0.6216, 0.7917], [0.5730, -0.0713, 1.6343], [-1.4539, 0.8799, 1.6379], [-1.3857, 1.8100, 0.1367], [-2.7535, 0.7358, 0.4481], [0.8070, 2.2236, 0.6007], [2.1417, 1.6321, -0.3999], [2.3436, 1.7948, 1.3433]],
  "lowdin_charge": [-0.42, -0.17, -0.14, -0.06, -0.15, 0.11, -0.13, 0.01, 0.10, 0.07, 0.02, 0.11, 0.11, 0.06, 0.05, 0.08, 0.07, 0.09, 0.05, 0.07, 0.07]
}